The following is a quantum chemistry calculation of an isolated ion of composition C4H7N2 and charge +1 at a distorted geometry, from OMol25.

Summary:
energy above the lowest of the compared OMol25 structures with the same formula, charge and spin	4.353	eV
LUMO energy	-5.86	eV
structure (SMILES)	C=[N+]=C/C=N/C
gap between HOMO and LUMO	8.35	eV
calculated total energy	-7231.385	eV

Geometry as ORCA input:
```
! wB97M-V def2-TZVPD RIJCOSX def2/J DEFGRID3
* xyz 1 1
C -1.942 -0.078 -1.987
N -0.871 -0.578 -1.615
C 0.124 -1.001 -1.044
C 0.714 -0.506 0.256
N 0.606 0.629 0.731
C 0.977 1.031 2.010
H -2.787 -0.477 -1.479
H -2.047 0.451 -2.971
H 0.838 -1.668 -1.549
H 1.372 -1.331 0.654
H 1.628 1.768 1.783
H 0.048 1.539 2.422
H 1.339 0.221 2.789
*
```



The following is a quantum chemistry calculation of an isolated ion of composition C4H7N2 and charge +1 at a distorted geometry, from OMol25.

Summary:
energy above the lowest of the compared OMol25 structures with the same formula, charge and spin	3.283	eV
LUMO energy	-5.70	eV
structure (SMILES)	C[N+]1=CC=NC1
gap between HOMO and LUMO	10.57	eV
calculated total energy	-7232.455	eV

Geometry as ORCA input:
```
! wB97M-V def2-TZVPD RIJCOSX def2/J DEFGRID3
* xyz 1 1
C -1.485 -0.987 -0.496
N -0.358 -0.133 -0.201
C 0.211 0.890 -0.725
C 1.403 1.388 0.002
N 1.644 0.742 1.101
C 0.642 -0.335 1.046
H -2.266 -0.728 0.278
H -2.050 -0.957 -1.484
H -0.960 -1.922 -0.625
H -0.145 1.608 -1.528
H 2.057 2.200 -0.439
H 1.194 -1.286 1.080
H 0.114 -0.479 1.993
*
```



The following is a quantum chemistry calculation of a 3-piece molecular cluster, C4H7N2 overall at a distorted geometry, from OMol25.

Summary:
energy above the lowest of the compared OMol25 structures with the same formula, charge and spin	6.494	eV
LUMO energy	-5.40	eV
gap between HOMO and LUMO	9.90	eV
calculated total energy	-7229.244	eV

Geometry as ORCA input:
```
! wB97M-V def2-TZVPD RIJCOSX def2/J DEFGRID3
* xyz 1 1
C 0.051 0.978 0.431
C 0.665 -0.226 -1.397
C 1.212 0.541 -0.294
C 0.032 -0.453 -0.030
N 0.084 -2.393 1.414
N 0.130 -1.503 0.733
H 0.062 1.207 1.441
H -0.856 1.609 -0.034
H 0.058 0.382 -2.093
H 1.149 -1.026 -1.862
H 2.229 0.419 0.205
H -2.359 0.636 0.893
H -2.457 -0.169 0.594
*
```



The following is a quantum chemistry calculation of C4H7N2 as an isolated structure at a distorted geometry, from OMol25.

Summary:
energy above the lowest of the compared OMol25 structures with the same formula, charge and spin	2.298	eV
LUMO energy (alpha / beta)	-3.68 / -9.08	eV
gap between HOMO and LUMO (alpha / beta)	9.54 / 7.34	eV
calculated total energy	-7228.434	eV

Geometry as ORCA input:
```
! wB97M-V def2-TZVPD RIJCOSX def2/J DEFGRID3
* xyz 1 3
C 0.469 1.278 1.587
C 0.299 0.336 0.456
C -0.886 1.224 0.234
C 0.071 -1.518 -1.121
N 0.791 -0.710 -0.205
N -0.626 2.022 1.471
H 1.054 1.234 2.440
H -0.665 1.711 -0.720
H -1.818 0.713 0.093
H 0.094 -1.226 -2.188
H 0.511 -2.450 -1.319
H -0.955 -1.638 -0.928
H 1.662 -0.974 0.200
*
```



The following is a quantum chemistry calculation of a 2-piece molecular cluster, C4H7N2 overall at a distorted geometry, from OMol25.

Summary:
energy above the lowest of the compared OMol25 structures with the same formula, charge and spin	3.541	eV
LUMO energy (alpha / beta)	-5.70 / -5.73	eV
gap between HOMO and LUMO (alpha / beta)	4.20 / 8.38	eV
calculated total energy	-7227.192	eV

Geometry as ORCA input:
```
! wB97M-V def2-TZVPD RIJCOSX def2/J DEFGRID3
* xyz 1 3
C 2.551 0.344 -0.235
C 2.102 0.023 -1.469
C 1.268 1.245 -1.633
C -1.149 -0.398 1.333
N -1.945 -1.070 0.582
N 1.373 1.001 -0.214
H 3.174 -0.028 0.545
H 1.821 2.104 -1.992
H 0.276 1.167 -2.067
H -0.445 -0.898 1.981
H -1.174 0.681 1.332
H -2.615 -0.611 -0.028
H -1.942 -2.087 0.572
*
```



The following is a quantum chemistry calculation of a 2-piece molecular cluster, C4H7N2O overall at a distorted geometry, from OMol25.

Summary:
energy above the lowest of the compared OMol25 structures with the same formula, charge and spin	4.898	eV
LUMO energy	-5.75	eV
gap between HOMO and LUMO	7.11	eV
calculated total energy	-9277.892	eV

Geometry as ORCA input:
```
! wB97M-V def2-TZVPD RIJCOSX def2/J DEFGRID3
* xyz 1 1
C 2.453 0.593 0.227
C 3.232 1.473 0.677
C -1.446 -1.695 -0.760
C -1.043 -0.491 -0.139
N -2.593 1.067 0.887
N -1.860 0.313 0.337
O 1.887 -0.191 -0.357
H 3.121 2.610 0.673
H 3.908 1.038 1.450
H -3.163 1.628 0.207
H -1.024 -2.544 -0.247
H -2.550 -1.827 -0.901
H -0.931 -1.758 -1.718
H 0.009 -0.217 -0.336
*
```



The following is a quantum chemistry calculation of an isolated ion of composition C4H7N2O and charge +1 at a distorted geometry, from OMol25.

Summary:
energy above the lowest of the compared OMol25 structures with the same formula, charge and spin	1.480	eV
LUMO energy	-5.57	eV
structure (SMILES)	O[C@H]1CC=NC=[NH+]1
gap between HOMO and LUMO	9.99	eV
calculated total energy	-9281.310	eV

Geometry as ORCA input:
```
! wB97M-V def2-TZVPD RIJCOSX def2/J DEFGRID3
* xyz 1 1
O 1.591 0.046 1.011
C 0.937 0.200 -0.173
C 0.093 -1.232 -0.510
C -1.048 -1.163 0.412
N -1.729 -0.085 0.457
C -1.323 1.068 -0.010
N -0.033 1.304 -0.139
H 2.375 0.608 1.098
H 1.586 0.369 -1.041
H 0.758 -2.067 -0.323
H -0.189 -1.184 -1.560
H -1.296 -1.963 1.099
H -2.053 1.847 -0.181
H 0.332 2.250 -0.139
*
```



The following is a quantum chemistry calculation of an isolated ion of composition C4H7N2O and charge +1 at a distorted geometry, from OMol25.

Summary:
energy above the lowest of the compared OMol25 structures with the same formula, charge and spin	4.057	eV
LUMO energy	-5.06	eV
gap between HOMO and LUMO	9.18	eV
calculated total energy	-9278.733	eV

Geometry as ORCA input:
```
! wB97M-V def2-TZVPD RIJCOSX def2/J DEFGRID3
* xyz 1 1
C -1.175 1.092 -0.226
C -0.276 -1.225 0.275
C 1.196 -0.965 0.151
C 1.643 0.366 0.004
N -1.166 -0.258 -0.419
N -0.386 1.549 0.706
O 1.366 -0.076 -1.154
H -2.035 1.627 -0.885
H -0.597 -2.212 0.009
H -0.637 -1.170 1.383
H 1.943 -1.827 0.157
H 2.094 1.295 0.332
H -1.789 -0.707 -1.074
H -0.180 2.512 0.742
*
```



The following is a quantum chemistry calculation of a 2-piece molecular cluster, C4H7N2O overall at a distorted geometry, from OMol25.

Summary:
energy above the lowest of the compared OMol25 structures with the same formula, charge and spin	2.919	eV
LUMO energy	-4.42	eV
gap between HOMO and LUMO	10.78	eV
calculated total energy	-9279.871	eV

Geometry as ORCA input:
```
! wB97M-V def2-TZVPD RIJCOSX def2/J DEFGRID3
* xyz 1 1
C 1.311 0.080 0.516
C -1.946 0.895 0.576
C -0.766 -0.913 -0.209
C -2.440 0.526 -0.465
N 0.414 -0.453 -0.534
N 2.549 0.290 0.086
O 0.850 0.271 1.598
H -1.469 1.203 1.470
H -0.901 -1.192 0.830
H -1.349 -1.443 -0.947
H -3.021 0.340 -1.328
H 0.674 -0.312 -1.506
H 3.223 0.635 0.754
H 2.870 0.074 -0.842
*
```